[1]
{"formula": "C4H7NS2", "method": "wB97M-V/def2-TZVPD", "elements": ["C", "S", "H", "H", "C", "H", "H", "H", "C", "N", "H", "H", "C", "S"], "xyz": [[-0.15, -0.74, 1.50], [-2.63, -0.04, -0.75], [0.51, 1.91, -2.63], [-0.72, -0.43, 2.35], [-1.18, -0.03, -1.49], [1.72, -0.99, 0.71], [-0.41, 1.36, 0.90], [-1.20, -0.35, -2.61], [-0.02, 0.33, 0.54], [0.04, 0.01, -0.84], [1.81, 0.37, 1.94], [-0.22, -1.78, 1.05], [1.19, -0.23, 1.29], [1.26, 0.60, -1.96]], "energy_ev": -27418.819, "gap_ev": 8.39, "de_lowest_ev": 3.026, "charge": 0, "homo_energy_ev": -8.60, "smiles": "S=CN(S)C1CC1"}

=====

[2]
{"formula": "C4H7NaO3", "method": "wB97M-V/def2-TZVPD", "elements": ["H", "C", "C", "C", "H", "Na", "O", "H", "H", "O", "O", "H", "C", "H", "H"], "xyz": [[0.80, 1.08, -3.88], [0.38, 0.00, -2.12], [0.56, 1.28, -2.83], [-0.21, -0.92, -0.01], [0.59, -2.10, 2.11], [-0.93, 1.85, 0.88], [-0.15, 0.13, -0.84], [-0.35, 1.90, -2.78], [0.97, -0.90, -2.28], [-0.45, -0.40, 1.18], [0.25, -2.02, -0.17], [-1.18, -1.78, 2.50], [-0.20, -1.36, 2.30], [1.39, 1.87, -2.39], [0.14, -0.76, 3.15]], "energy_ev": -14813.199, "s2": 0.753, "gap_ev": [6.89, 10.53], "de_lowest_ev": 0.051, "multiplicity": 2, "charge": 1, "homo_energy_ev": [-11.49, -15.14]}

=====

[3]
{"formula": "C4H7O2", "method": "wB97M-V/def2-TZVPD", "elements": ["H", "H", "O", "H", "C", "H", "O", "H", "H", "C", "C", "H", "C"], "xyz": [[1.80, -0.90, -0.07], [1.46, 0.77, -1.07], [-1.03, 1.69, 1.60], [-1.02, 0.25, -1.12], [1.18, -0.29, -0.82], [-0.81, -0.49, 1.51], [0.13, 2.68, -0.15], [0.09, -1.86, 0.79], [-1.62, -1.57, 0.32], [-0.30, -0.14, -0.43], [-0.46, 1.88, 0.55], [1.26, -0.92, -1.75], [-0.69, -1.10, 0.64]], "energy_ev": -8355.914, "gap_ev": 6.26, "de_lowest_ev": 2.163, "charge": -1, "homo_energy_ev": -1.77}

=====

[4]
{"formula": "C4H7O2", "method": "wB97M-V/def2-TZVPD", "elements": ["H", "C", "H", "H", "C", "O", "C", "H", "O", "H", "C", "H", "H"], "xyz": [[1.46, 1.20, 1.62], [-0.50, -0.46, -1.59], [-1.68, 0.17, -0.07], [0.04, -0.60, 1.88], [-0.92, -0.65, -0.18], [-0.27, 1.98, 0.65], [0.75, 1.15, 0.71], [1.55, 1.19, -0.34], [-1.14, -0.49, -2.62], [0.74, -0.46, -1.59], [0.23, -0.41, 0.72], [-1.42, -1.71, 0.19], [1.17, -0.93, 0.63]], "energy_ev": -8354.418, "gap_ev": 6.80, "de_lowest_ev": 3.658, "charge": -1, "homo_energy_ev": -2.68, "smiles": "O=CCCC[O-]"}

=====

[5]
{"formula": "C4H7O2P2", "method": "wB97M-V/def2-TZVPD", "elements": ["H", "C", "C", "P", "P", "H", "H", "O", "C", "O", "C", "H", "H", "H", "H"], "xyz": [[0.06, -2.92, -0.03], [1.00, 0.13, -0.47], [-2.01, 0.68, -0.17], [-0.95, -2.06, -0.02], [2.59, 0.89, -0.18], [2.53, 1.19, 1.15], [-0.50, 1.46, 1.40], [-2.19, -0.40, -0.83], [-0.70, 0.62, 0.60], [-2.77, 1.64, -0.11], [0.19, -0.64, 0.54], [0.69, 0.04, -1.56], [-1.05, -2.05, -1.44], [0.73, -0.85, 1.63], [2.37, 2.26, -0.50]], "energy_ev": -26931.624, "gap_ev": [7.97, 7.97], "de_lowest_ev": 1.147, "charge": -1, "homo_energy_ev": [-4.12, -4.12]}

=====

[6]
{"formula": "C4H7O2Rb", "method": "wB97M-V/def2-TZVPD", "elements": ["C", "C", "H", "H", "H", "C", "C", "H", "O", "H", "O", "Rb", "H", "H"], "xyz": [[-1.38, 0.01, 0.27], [-0.32, 1.14, 0.23], [0.47, 0.29, -1.59], [-0.62, 2.04, -0.33], [-2.08, 0.09, -0.57], [-0.35, -1.10, 0.03], [0.71, 0.26, -0.50], [-0.65, -1.89, 1.80], [0.11, -1.66, 1.26], [0.04, 1.39, 1.24], [1.99, 0.30, -0.21], [4.67, 1.08, -2.17], [-0.68, -1.89, -0.67], [-1.93, -0.06, 1.22]], "energy_ev": -9009.415, "s2": 0.750, "gap_ev": [3.11, 6.10], "de_lowest_ev": 0.167, "multiplicity": 2, "charge": -1, "homo_energy_ev": [-0.70, -3.19]}